Record 1
Formula: C29H51NO2PbSSi2
Source: the OMol25 dataset
Level of theory: the ωB97M-V functional and the def2-TZVPD basis

Charge: 0
HOMO (alpha / beta): -3.5 / -3.3 eV
Spin multiplicity: 1
Gap between HOMO and LUMO (alpha / beta): 3.2 / 3.0 eV

Geometry (Å):
Pb: 1.12415 -0.77759 0.13120
S: 2.36500 -1.84484 4.82134
Si: 1.69880 -4.25847 -0.08208
Si: 0.24793 0.71050 -2.75310
O: -1.31463 3.61121 -1.50511
O: -2.99657 1.87577 -0.86580
N: 0.94565 -1.21897 2.69854
C: 2.75309 -4.12650 1.46177
C: -1.23933 -2.36842 3.25090
C: 0.92261 -5.96406 -0.16315
C: 1.44329 -0.79245 -2.92849
C: 3.28242 -0.47237 2.48402
C: 2.16760 -1.08605 3.21796
C: 4.21086 0.34504 0.38677
C: 3.18309 -0.22482 1.10676
C: 5.38141 0.79456 1.06692
C: -3.01828 2.16276 0.57174
C: -1.18501 0.36859 -3.84419
C: -1.86161 -3.28320 4.10610
C: -0.26845 4.56522 -1.10447
C: 0.32720 -2.96415 -0.10489
C: -4.09449 1.00453 -1.29124
C: -3.85780 3.40772 0.83797
C: -3.24520 4.85180 -2.41017
C: 0.69672 -2.36833 4.71586
C: 2.82672 -3.99742 -1.55618
C: 4.44283 -0.01885 3.17698
C: -1.20726 -3.72391 5.27016
C: 5.46720 0.62118 2.45884
C: 0.08176 -3.26777 5.58209
C: -2.10361 3.95983 -2.76733
C: -0.05970 0.63277 -0.90907
C: 0.10033 4.38189 0.32359
C: 1.26806 2.17576 -3.33937
C: 0.06077 -1.90729 3.53952
C: -3.98774 -0.45926 -0.86575
H: 3.30376 -4.96398 -1.77682
H: 2.13394 -4.13229 2.36972
H: -3.88256 3.56418 1.91995
H: 3.46515 -4.96492 1.53879
H: -1.53136 2.72960 -1.12319
H: -2.38859 3.01107 -3.21182
H: 2.33808 -0.71789 -2.27743
H: -3.92080 4.32419 -1.72894
H: -4.12958 1.07762 -2.37512
H: 1.86945 -0.86750 -3.93968
H: -1.38566 -0.70984 -3.86674
H: 4.48729 -0.18943 4.25416
H: -3.74329 5.06074 -3.36555
H: -2.86043 -3.64096 3.82135
H: 0.60818 -6.28392 0.83829
H: -1.97311 2.27443 0.88103
H: 6.14448 1.32155 0.47421
H: -0.80247 4.45116 0.94031
H: -0.96264 0.68572 -4.87295
H: 0.66518 3.03836 -3.66015
H: 0.22038 1.57260 -0.39273
H: -3.42781 4.33473 0.39898
H: 1.88641 1.88498 -4.20741
H: -1.11886 0.44412 -0.66680
H: -1.35239 4.43613 -3.39839
H: 2.30679 -3.66665 -2.46330
H: 3.35162 -3.20426 1.48334
H: 0.59060 -3.64802 6.47362
H: 0.93342 -1.74817 -2.70809
H: -0.42363 -3.15667 0.69281
H: -4.76657 -1.05748 -1.36564
H: -2.88282 5.76200 -1.92916
H: 6.38490 0.95292 2.98700
H: 0.75031 5.22785 0.60857
H: -0.21794 -3.03824 -1.07467
H: -4.90009 3.31802 0.49445
H: -4.99344 1.48144 -0.89631
H: -0.78596 5.50366 -1.28594
H: -4.14718 -0.56564 0.20985
H: -3.02679 -0.90772 -1.11607
H: -3.40782 1.28025 1.13769
H: 0.64632 3.44616 0.52032
H: 0.02532 -5.98465 -0.79775
H: 3.63030 -3.27573 -1.34576
H: 1.95937 2.54678 -2.56822
H: 1.62318 -6.71787 -0.54640
H: -1.66153 -1.99552 2.32117
H: 4.07017 0.51972 -0.68907
H: -1.73818 -4.44938 5.89136
H: -2.09859 0.86353 -3.52653
H: 0.57769 4.42878 -1.79902

Force components x, y, z for each atom (eV/Å):
2.19 -3.07 2.55
-0.30 0.40 -0.47
-0.48 0.68 0.24
1.81 -1.27 1.20
-0.58 1.09 -1.55
-0.61 -0.76 0.85
-2.10 -0.16 -0.30
0.19 -0.07 0.24
0.51 0.36 0.08
-0.12 -0.41 -0.06
0.10 0.18 -0.67
-0.86 -0.31 1.78
2.04 0.69 -0.53
0.26 0.53 0.84
-0.03 -0.06 -0.58
-0.47 0.04 -0.63
-0.70 -0.52 -0.51
-0.55 -0.18 -0.73
0.24 0.50 -0.25
0.10 -0.32 -0.67
-0.48 -0.86 -0.25
0.41 0.36 0.25
0.24 0.38 0.32
-0.11 -0.36 -0.07
-0.22 -0.60 0.61
0.29 -0.16 -0.28
0.34 0.01 -0.71
-0.51 -0.07 -0.34
0.19 -0.34 0.31
-0.43 0.00 -0.12
1.07 -0.30 0.80
-2.80 3.62 -1.46
0.25 0.21 0.68
0.12 0.55 -0.22
1.47 -0.32 -0.56
-0.17 0.15 0.16
0.02 0.24 -0.07
0.09 -0.01 -0.14
-0.12 0.05 -0.03
-0.23 0.16 -0.05
0.17 -0.82 0.03
0.02 -0.05 0.20
-0.41 0.03 -0.15
0.02 0.21 -0.31
0.12 0.10 -0.10
-0.19 -0.09 0.05
0.00 0.16 0.01
0.27 0.22 -0.24
-0.12 0.29 0.37
0.47 0.04 0.36
0.05 0.06 -0.11
-0.14 0.09 -0.03
-0.16 -0.34 0.55
0.22 -0.14 0.06
-0.08 -0.10 0.14
0.05 -0.15 0.00
-0.14 -0.30 -0.25
-0.15 -0.69 0.18
-0.25 0.05 0.28
0.34 0.00 -0.09
-0.10 -0.03 0.00
0.04 -0.11 0.14
-0.21 -0.11 -0.05
-0.12 0.20 -0.36
0.22 0.38 -0.05
0.48 0.20 -0.29
0.19 0.34 0.12
-0.24 0.09 -0.21
-0.75 -0.17 -0.34
-0.18 -0.38 -0.08
0.27 0.11 0.39
0.39 -0.11 0.05
-0.24 -0.26 -0.07
0.38 0.26 0.08
0.07 -0.07 -0.08
0.06 0.14 -0.07
0.25 0.68 -0.51
-0.27 0.37 -0.07
0.24 0.06 0.07
-0.24 -0.12 0.00
-0.12 -0.23 -0.09
-0.09 0.08 0.09
-0.31 -0.29 0.12
0.30 -0.04 0.29
0.39 0.25 -0.01
-0.18 0.07 0.01
-0.41 0.07 0.28

Atom charges from the Löwdin analysis, given in e for atoms 1 to 8: Pb 1.344; S 1.004; Si 0.375; Si 0.395; O -0.107; O -0.273; N -0.048; C -0.173



Record 2
Formula: C29H51O16V
Source: the OMol25 dataset
Level of theory: the ωB97M-V functional and the def2-TZVPD basis

Charge: +1
HOMO (alpha / beta): -12.1 / -12.1 eV
Spin multiplicity: 2
Gap between HOMO and LUMO (alpha / beta): 4.0 / 5.0 eV

Geometry (Å):
V: -0.81768 -4.09622 2.20385
O: 4.14732 0.31715 2.81050
O: -1.20407 -0.63780 7.55187
O: 5.50701 0.33875 1.03554
O: 0.01552 -2.62624 1.09265
O: -4.88240 -3.15206 -4.67099
O: -2.76207 -3.32975 -4.00084
O: -2.41207 0.76026 6.28225
O: -2.43450 2.49724 2.08054
O: -0.84822 1.50503 -2.34322
O: -0.89380 -3.35569 3.55838
O: -1.43502 1.43862 -4.53868
O: 2.46986 2.95189 -2.60058
O: 2.57531 4.14188 -0.67686
O: 1.82870 -4.24042 -4.44045
O: -3.24772 4.44748 2.76404
O: 3.06724 -5.19645 -2.87705
C: 3.35621 -5.05899 -1.48217
C: -2.26275 -0.12005 7.27702
C: -2.85660 -2.01623 -2.08726
C: 2.53849 3.10058 -1.27576
C: -1.37963 1.09122 5.37148
C: 0.98516 4.77456 -3.25850
C: -2.35260 3.84013 2.26940
C: -1.11236 4.40592 1.58598
C: -4.07088 -2.99729 -3.81468
C: -0.79958 3.28279 0.62894
C: 2.73883 1.79667 -0.56656
C: -1.94626 -2.97746 -2.87027
C: -3.82077 1.59714 -4.27197
C: 4.79811 -0.25907 1.79237
C: 4.44443 -1.71499 1.59492
C: 2.98525 -3.61891 -1.24185
C: -1.03616 -0.04847 4.42341
C: 3.31501 -0.63980 3.48126
C: -1.29014 2.01450 1.37744
C: 1.83624 -3.26721 -2.18064
C: 3.83986 -1.99816 2.96295
C: 0.04279 -1.37281 0.46400
C: -4.26219 -2.45495 -2.41117
C: -2.51675 2.36472 -4.37631
C: 0.35595 0.10199 -3.86026
C: -3.50456 -0.23400 8.12506
C: 2.17354 -4.25540 -3.30421
C: 2.34333 4.13163 -3.40630
C: -0.71266 1.10549 -3.47477
H: 2.58060 3.86816 -4.43456
H: -3.52136 -1.20963 8.60443
H: -1.48582 1.30148 0.57585
H: 1.86266 1.52539 0.02768
H: 1.86311 -2.22442 -2.48131
H: 4.37677 -5.35299 -1.25255
H: -2.37811 2.96455 -3.47630
H: 0.81784 -1.32913 -0.30408
H: -4.56353 2.21606 -3.76146
H: 0.21966 3.11901 0.27785
H: -1.04531 -2.46108 -3.18852
H: -0.45973 1.34132 5.90389
H: -0.78949 -0.88970 5.07650
H: -0.42103 4.48705 2.43045
H: 0.83102 -3.52669 -1.84049
H: -4.59726 -3.23846 -1.72689
H: -1.33796 5.36096 1.12685
H: -2.62657 3.07672 -5.19120
H: 3.02712 -2.71861 2.87875
H: -1.66211 -3.89753 -2.35221
H: -4.42750 -0.13810 7.55423
H: -2.70440 -2.09035 -1.00821
H: 1.11047 0.11493 -3.07798
H: 3.77930 -2.87846 -1.33849
H: 0.74385 5.07796 -2.24051
H: 4.55245 -2.32050 3.72193
H: -3.53071 0.55627 8.87371
H: 2.70806 -5.70065 -0.87409
H: -5.02934 -1.68840 -2.33602
H: -0.88279 -1.15215 -0.08433
H: 0.88245 5.66339 -3.88166
H: -1.70397 1.95964 4.80252
H: 3.54996 1.89367 0.15469
H: 3.12322 4.84266 -3.12280
H: 3.66428 -1.69457 0.83005
H: 0.78644 0.34038 -4.83018
H: -1.83798 -0.32673 3.73950
H: 2.98548 0.97321 -1.23574
H: -4.23608 1.39157 -5.25932
H: 5.24045 -2.38972 1.30300
H: -1.36216 3.35899 -0.30346
H: 2.27990 -0.56505 3.13830
H: -2.63210 -1.00137 -2.41659
H: 3.39766 -0.56335 4.55968
H: -0.11256 -0.87605 -3.96496
H: -0.58087 1.60163 2.09851
H: -3.82213 0.65494 -3.72335
H: 2.70267 -3.54259 -0.18589
H: 0.18237 4.08665 -3.53939
H: 0.10058 -0.53957 1.16693
H: -0.12030 0.20207 3.88468

Force components x, y, z for each atom (eV/Å):
1.57 3.86 -0.19
-0.37 0.04 0.57
-0.35 -0.15 -0.41
0.03 0.51 0.35
-1.47 -2.06 0.72
0.04 0.01 0.08
0.59 0.06 -0.01
-1.19 0.26 -0.45
-0.05 -1.09 0.19
-0.48 0.16 0.09
-0.25 -1.26 -1.01
0.08 0.61 -0.45
-0.27 -0.32 -0.38
-0.43 0.37 -0.34
-0.51 0.14 -0.13
-0.01 -0.02 0.62
-0.13 -0.49 0.22
-0.55 0.39 -0.56
0.89 0.49 0.80
0.60 -0.09 1.03
0.89 -0.07 0.45
0.89 -0.20 -0.38
-0.80 -0.10 -0.07
-0.73 0.83 -1.22
-0.35 -0.85 0.66
-0.52 -0.26 -0.14
0.82 -1.04 -0.27
0.03 -0.79 0.30
-1.02 0.24 -0.15
-0.99 0.22 -0.18
1.15 0.02 -1.86
-0.87 0.49 1.51
-0.32 1.13 2.40
0.20 -0.39 0.74
0.07 -1.11 -1.18
0.45 1.44 -0.85
0.78 -1.20 -0.16
-0.52 -0.45 0.68
-0.28 0.55 0.22
0.06 0.04 -0.13
-1.01 -0.12 1.15
-0.29 0.33 -0.01
-0.42 -0.38 -0.39
0.57 0.22 -0.68
0.30 1.03 0.32
0.81 -0.50 -0.18
-0.27 -0.44 0.05
0.18 0.10 0.18
-0.71 -0.36 0.47
-0.17 0.12 -0.16
-0.10 -0.11 -0.39
0.13 0.23 -0.34
0.31 -0.19 0.06
0.21 -0.20 0.12
0.04 0.09 -0.07
0.20 0.49 0.39
0.03 -0.24 -0.30
-0.14 0.09 0.22
-0.03 -0.20 -0.29
0.48 0.31 -0.42
0.07 0.03 0.29
0.10 -0.27 -0.25
0.10 0.10 0.20
0.75 -0.34 -0.38
0.00 -0.17 0.38
-0.12 0.01 0.12
0.15 0.10 -0.21
0.28 0.25 0.02
0.07 -0.14 -0.07
0.29 -0.36 -0.41
0.41 0.00 0.09
0.25 -0.46 -0.44
0.26 -0.03 0.05
-0.10 -0.19 -0.30
0.11 0.13 -0.35
-0.20 -0.59 -0.10
0.19 -0.06 -0.10
-0.29 0.08 0.28
0.07 0.20 -0.12
-0.04 -0.06 0.25
0.04 -0.19 -0.07
0.06 0.06 0.05
-0.05 0.16 -0.01
-0.09 0.07 -0.12
0.11 -0.14 0.00
0.24 0.36 -0.09
-0.29 0.14 0.18
-0.06 0.65 0.22
-0.20 0.07 0.10
-0.03 0.35 -0.03
0.10 -0.06 0.05
0.12 0.10 -0.05
0.55 0.04 0.07
-0.12 0.21 0.06
0.12 -0.08 -0.19
0.45 -0.27 0.24
-0.10 0.06 -0.17

Atom charges from the Löwdin analysis, given in e for atoms 1 to 8: V 1.251; O 0.050; O 0.094; O 0.129; O -0.249; O 0.155; O 0.035; O 0.001



Record 3
Formula: C29H52AsN5O5PtSi3
Source: the OMol25 dataset
Level of theory: the ωB97M-V functional and the def2-TZVPD basis

Charge: +4
HOMO: -18.5 eV
Spin multiplicity: 1
Gap between HOMO and LUMO: 7.3 eV

Geometry (Å):
Pt: -0.37192 0.04946 1.24049
As: -1.72824 -1.65554 0.37415
Si: 1.79731 -1.96071 -3.55936
Si: -4.05485 -1.30684 1.21717
Si: -1.03511 -4.06163 0.38134
O: 0.82572 4.00195 -5.37761
O: -1.25962 1.06879 -0.28064
O: 1.59964 3.47097 -3.43295
O: -1.85682 -0.82660 -1.30704
O: 1.89684 -1.30611 -1.87799
N: 3.26804 -0.62338 -0.11231
N: -1.92794 7.46826 6.07754
N: -1.53879 4.16141 4.17881
N: 4.60876 -0.29884 0.04297
N: 0.75782 3.44612 -4.31423
C: 2.91896 -3.44089 -3.48781
C: -2.35281 6.29693 5.21706
C: 6.70911 -0.32591 -1.25913
C: 0.05870 -2.45169 -3.92744
C: -1.61500 1.15220 -2.60263
C: 5.20322 -0.02500 1.34937
C: 0.90596 0.75805 3.15430
C: 2.29572 -0.52920 -4.63235
C: -1.50389 -4.22220 2.17985
C: -1.17142 5.36793 4.91489
C: -4.92656 -2.85813 0.70851
C: 4.31769 -0.93577 -2.05399
C: -0.53676 2.00126 -2.82766
C: 1.57953 -1.06373 1.66505
C: -2.59486 0.95945 -3.57811
C: 2.35809 -0.15400 0.87909
C: 0.77394 -4.25853 0.02605
C: -2.15621 -4.92035 -0.80194
C: -4.63669 0.19979 0.30158
C: -2.50499 1.65203 -4.77456
C: -3.82804 -1.07990 3.04739
C: -1.59347 0.43690 -1.32543
C: -0.45025 2.62863 -4.04947
C: 1.46648 1.64062 2.24683
C: 5.24372 -0.51102 -1.11072
C: 3.08306 -0.99155 -1.42624
C: 0.92552 -0.63315 2.85196
C: -1.42065 2.48892 -5.02489
C: 2.26227 1.18412 1.15219
H: -1.58236 7.16325 6.99153
H: 1.40191 0.04007 -4.89964
H: -3.87191 0.95722 0.12822
H: -5.09550 -0.07178 -0.65001
H: 7.00585 -0.52570 -2.28491
H: 1.38899 2.70531 2.42113
H: -0.70188 5.06418 5.85371
H: 1.14209 -3.55590 -0.72211
H: 3.01124 0.15610 -4.18095
H: -5.41181 0.67116 0.91315
H: 2.33208 -4.34779 -3.32769
H: 2.78729 1.90777 0.53937
H: -3.13875 5.78084 5.76609
H: -2.02370 4.39345 3.31900
H: -2.51100 -4.62625 2.29129
H: 7.25694 -1.00848 -0.60642
H: -2.77936 6.72218 4.31003
H: 3.44401 -3.58128 -4.43606
H: -2.02225 -5.99146 -0.60576
H: 4.55513 -1.18888 -3.07080
H: -4.81918 -3.06323 -0.35767
H: -3.20988 -4.69624 -0.64814
H: 7.00184 0.69367 -1.00490
H: -1.89930 -4.75326 -1.84692
H: -3.83420 -2.03418 3.57589
H: 1.38225 -4.19670 0.92925
H: -1.31865 3.01727 -5.96342
H: -4.62048 -3.73202 1.28377
H: 6.16450 -0.52989 1.40202
H: 0.54027 -1.36358 3.54980
H: -2.91101 -0.54492 3.30051
H: -0.66151 -1.65397 -3.77273
H: 0.05155 -2.67614 -5.00047
H: -1.18464 8.01678 5.63656
H: 0.40268 1.11993 4.03992
H: -3.42824 0.29238 -3.39795
H: 1.65149 -2.12391 1.46611
H: 0.91510 -5.26675 -0.37606
H: 4.57021 -0.42975 2.13412
H: -2.16196 3.58189 4.72981
H: -0.27147 -3.35606 -3.41748
H: 0.24068 2.15034 -2.09417
H: -2.71101 8.10595 6.24903
H: 2.72906 -0.88730 -5.56985
H: -0.81530 -4.92690 2.65511
H: -3.27422 1.53543 -5.52520
H: 5.34491 1.04387 1.49947
H: 3.67860 -3.38718 -2.70903
H: -1.45003 -3.29645 2.76158
H: -5.99694 -2.71466 0.89103
H: -0.41567 5.91003 4.34191
H: -4.66766 -0.49157 3.42683

Force components x, y, z for each atom (eV/Å):
0.54 -0.09 -0.37
-0.36 -0.19 0.22
0.26 0.12 0.14
0.03 -0.03 -0.03
-0.05 0.14 -0.02
-0.01 0.03 -0.01
0.08 -0.02 -0.06
0.00 0.00 -0.01
-0.03 -0.12 -0.12
0.03 -0.04 0.04
0.16 0.04 0.24
0.00 0.02 0.00
-0.08 0.24 0.12
-0.03 -0.02 0.08
0.00 -0.01 0.02
-0.03 -0.06 -0.19
0.00 -0.01 0.01
0.01 0.00 0.02
0.01 -0.02 0.11
0.01 -0.04 0.02
0.04 -0.03 0.02
-0.09 -0.13 0.04
-0.07 -0.10 -0.06
0.05 -0.07 0.03
0.01 -0.03 0.04
-0.06 0.05 0.02
0.19 0.03 0.06
-0.05 0.05 -0.01
0.07 0.03 -0.05
0.02 -0.06 -0.04
-0.07 -0.13 0.04
-0.03 -0.01 -0.04
0.06 -0.05 0.02
0.03 0.02 0.03
-0.01 0.00 0.01
0.02 -0.01 -0.02
-0.13 0.15 -0.01
0.03 -0.02 0.00
-0.06 0.10 -0.15
0.00 -0.04 -0.07
-0.20 0.03 -0.10
-0.03 -0.02 0.04
0.00 -0.02 0.00
-0.07 0.03 -0.02
0.00 0.00 -0.01
0.02 0.04 0.02
0.00 0.00 0.04
0.04 0.01 -0.02
0.00 0.00 0.00
-0.06 0.00 -0.01
0.01 -0.01 -0.01
0.02 0.03 -0.01
-0.01 0.03 0.00
-0.04 -0.02 -0.03
0.01 0.01 0.04
0.01 0.00 0.01
0.00 0.01 0.01
0.03 0.00 -0.02
-0.01 0.01 0.00
0.00 -0.01 -0.01
0.00 -0.01 0.00
-0.01 0.02 -0.01
-0.03 0.00 -0.03
-0.05 0.02 -0.02
-0.01 0.01 0.00
0.00 0.01 0.01
0.00 0.00 0.01
0.01 0.05 -0.03
0.03 0.00 0.00
0.01 0.02 0.00
0.00 0.00 0.00
0.02 -0.01 -0.02
0.01 0.03 -0.02
0.01 0.01 0.02
-0.02 0.03 -0.01
-0.13 0.13 0.05
-0.01 -0.02 0.02
0.00 0.00 0.00
0.05 0.02 0.03
0.02 -0.01 0.00
-0.04 0.00 -0.10
0.01 0.00 0.00
0.01 -0.01 -0.01
0.00 0.01 0.00
-0.01 0.00 0.07
-0.01 0.02 0.01
0.00 -0.01 0.00
0.00 -0.01 0.01
-0.03 -0.02 0.01
0.00 0.00 0.00
-0.01 0.01 0.01
-0.02 -0.04 0.01
0.03 0.01 -0.02
0.00 0.00 0.02
-0.01 0.01 0.00
-0.01 -0.03 0.02

Atom charges from the Löwdin analysis, given in e for atoms 1 to 8: Pt 0.916; As 1.110; Si 0.538; Si 0.450; Si 0.457; O 0.147; O -0.146; O 0.070



E_tot, record by record: -68317.251; -89337.625; -136288.586 eV
Energy relative to the best compared isomer or geometry (same formula, charge and spin), record by record: 130.35; 50.56; 24.53 kcal per mole